Entry P
Formula: C3H3NO2S
Source: the Open Molecules 2025 dataset
Level of theory: ωB97M-V/def2-TZVPD

## Properties
SMILES   Oc1ocnc1S

```
! RIJCOSX wB97M-V def2-TZVPD def2/J DEFGRID3
* xyz 0 1
H 1.19 2.40 -0.09
C 0.26 0.80 -0.04
C -0.77 -0.08 -0.10
O 1.46 0.13 0.06
N -0.16 -1.38 -0.08
H 1.90 -1.89 0.07
O 0.26 2.15 -0.01
H -2.78 -1.13 0.16
S -2.45 0.18 0.02
C 1.09 -1.17 0.01
*
```

Entry Q
Formula: C3H3NO2S
Source: the Open Molecules 2025 dataset
Level of theory: ωB97M-V/def2-TZVPD

```
! RIJCOSX wB97M-V def2-TZVPD def2/J DEFGRID3
* xyz 0 1
S -1.76 0.08 -1.79
C 1.22 -0.56 0.64
C 1.07 0.86 0.15
H 0.81 -1.30 -0.10
C -1.38 0.72 0.16
H 0.84 -0.76 1.56
O -2.29 0.93 0.91
O -0.12 1.19 0.15
H 2.18 -0.87 0.79
N -0.57 -0.30 -2.46
*
```

Entry R
Formula: C3H3NO2S
Source: the Open Molecules 2025 dataset
Level of theory: ωB97M-V/def2-TZVPD

```
! RIJCOSX wB97M-V def2-TZVPD def2/J DEFGRID3
* xyz 0 1
O 1.79 -0.13 2.15
N 0.48 -0.82 -0.29
C 0.13 0.28 0.26
O -0.81 1.61 -1.28
H -1.41 1.53 0.70
C 0.78 -1.79 -0.89
H -1.76 0.08 -0.43
S 0.86 0.91 1.65
C -1.09 0.94 -0.25
H 1.04 -2.60 -1.60
*
```

What is the stability order? It is entry P, entry R, entry Q, from most stable to least stable.

Entry P
Formula: C3H3NO2S
Source: the Open Molecules 2025 dataset
Level of theory: ωB97M-V/def2-TZVPD

```
! RIJCOSX wB97M-V def2-TZVPD def2/J DEFGRID3
* xyz 0 1
S 2.84 0.28 0.33
H -1.11 2.02 0.05
N 0.85 -1.29 -0.01
H -2.18 0.49 -0.19
O 3.58 0.46 -0.89
C -1.25 0.95 0.03
C 0.08 0.26 0.06
H 2.53 -2.46 0.09
C 2.17 -1.46 0.11
O 1.22 0.99 0.24
*
```

Entry Q
Formula: C3H3NO2S
Source: the Open Molecules 2025 dataset
Level of theory: ωB97M-V/def2-TZVPD

## Properties
SMILES   O=c1cc(S)[nH]o1

```
! RIJCOSX wB97M-V def2-TZVPD def2/J DEFGRID3
* xyz 0 1
O -2.73 -0.69 -0.07
C -1.60 -0.31 -0.02
H -0.32 -2.15 0.11
H 2.66 0.60 0.82
S 2.43 -0.34 -0.12
N 0.11 1.13 0.01
H 0.43 1.91 -0.59
O -1.29 1.03 -0.06
C -0.35 -1.03 -0.06
C 0.65 -0.13 -0.01
*
```

What is the stability order? It is entry Q, entry P, from most stable to least stable.

Entry P
Formula: C18H26FN3
Source: the Open Molecules 2025 dataset
Level of theory: ωB97M-V/def2-TZVPD

## Properties
SMILES   Fc1ccccc1.CCCC#N.CCCC#N.CCCC#N

```
! RIJCOSX wB97M-V def2-TZVPD def2/J DEFGRID3
* xyz 0 1
H -0.47 24.53 -3.47
H 0.47 22.87 -4.80
H 4.83 22.86 2.54
H 6.55 19.81 2.76
C 8.80 21.87 4.43
H 6.68 22.04 4.04
H 9.31 22.77 4.07
N 8.19 22.12 6.94
C 3.65 24.52 -0.14
H 6.68 25.99 0.30
H 0.53 25.15 -5.96
C 5.51 26.48 5.57
C 5.33 24.93 8.07
H 3.59 27.14 6.20
C 4.73 25.34 -0.41
H 4.72 26.88 8.32
C 7.57 21.60 3.58
H 3.57 25.47 5.86
C 3.65 23.72 0.99
H 2.85 24.44 -0.86
F 6.99 24.36 2.24
C 5.82 25.34 0.44
C 1.17 23.67 -4.54
N 1.78 26.50 -2.52
H 5.26 26.99 4.65
H 4.74 25.91 -1.33
H 6.85 19.75 4.51
C 5.87 24.44 1.48
C 4.34 25.99 7.81
H 2.29 25.21 -5.57
H 6.06 25.56 5.41
H 7.62 21.97 2.56
N 6.09 24.11 8.27
H 8.12 19.52 3.26
H 2.09 23.13 -4.26
C 0.59 24.33 -3.28
C 1.26 25.54 -2.86
C 4.80 23.62 1.77
C 4.20 26.23 6.33
H 2.82 23.07 1.21
H 0.62 23.58 -2.49
H 3.42 25.65 8.28
C 1.42 24.57 -5.71
H 1.59 23.98 -6.62
C 7.24 20.11 3.56
H 6.21 27.11 6.13
H 9.48 21.03 4.31
C 8.48 22.05 5.84
*
```

Entry Q
Formula: C18H26FN3
Source: the Open Molecules 2025 dataset
Level of theory: ωB97M-V/def2-TZVPD

## Properties
SMILES   Fc1ccccc1.CCCC#N.CCCC#N.CCCC#N

```
! RIJCOSX wB97M-V def2-TZVPD def2/J DEFGRID3
* xyz 0 1
C -1.76 -1.16 0.52
H 0.21 2.23 4.17
F -2.16 1.10 -0.07
H 1.73 -8.39 -2.59
H 1.96 -0.59 -0.30
H -3.39 3.88 -1.50
H 0.64 -7.72 -1.41
H 3.40 -6.61 -2.22
C 2.46 -6.49 -1.69
H -1.37 3.05 1.86
H 1.09 -2.91 0.06
C -1.41 3.20 -2.18
C -0.89 -2.28 0.51
H -1.73 2.16 -2.24
H 0.17 4.35 -3.29
C -1.24 2.59 2.84
C 0.30 4.40 4.00
C 0.92 -0.75 -0.04
H 2.22 -8.57 -1.03
H 3.72 -6.28 -0.04
C -2.06 5.46 -1.22
C 1.84 -5.51 0.67
C 0.09 2.97 3.38
H 1.34 4.66 4.21
C -0.49 3.48 -3.42
H 3.23 -4.76 -0.79
H -1.22 -3.30 0.62
N 1.06 -5.37 1.52
H 0.92 2.68 2.73
C 2.86 -5.71 -0.39
H -2.82 4.59 -3.01
C 1.70 -7.84 -1.65
N -0.41 6.20 2.16
H -1.07 3.56 -4.34
H -1.24 1.50 2.90
H -0.67 3.27 -1.39
H -0.35 4.59 4.85
H -2.12 2.96 3.37
C 0.44 -2.06 0.21
C -1.34 0.11 0.09
H 0.44 1.21 -0.64
N -1.64 6.39 -0.63
C -0.09 5.42 3.00
H 1.91 -5.78 -2.31
H -2.80 -1.22 0.80
H 0.12 2.68 -3.85
C 0.02 0.30 -0.22
C -2.53 4.31 -2.00
*
```

What is the stability order? It is entry P, entry Q, from most stable to least stable.

Entry P
Formula: C5H8
Source: the Open Molecules 2025 dataset
Level of theory: ωB97M-V/def2-TZVPD

## Properties
SMILES   C=CCC=C

```
! RIJCOSX wB97M-V def2-TZVPD def2/J DEFGRID3
* xyz 0 1
H 0.32 -1.34 -0.68
H -0.62 -0.50 -2.20
C 0.79 -0.70 0.03
H -1.00 1.02 0.78
H 0.96 1.46 -0.38
C -0.29 0.48 -1.92
C 0.58 0.60 -0.92
H 1.93 -0.94 0.20
H -1.44 0.24 2.69
H 0.43 -1.43 1.96
C -1.02 0.24 1.51
C 0.12 -0.49 1.36
H -0.76 1.34 -2.43
*
```

Entry Q
Formula: C5H8
Source: the Open Molecules 2025 dataset
Level of theory: ωB97M-V/def2-TZVPD

```
! RIJCOSX wB97M-V def2-TZVPD def2/J DEFGRID3
* xyz 0 1
H 0.62 -1.53 -0.06
C -1.59 0.49 -0.78
H -0.11 1.23 0.82
C 0.90 -0.49 -0.02
H -2.01 -0.15 -1.57
H 2.82 -0.70 0.95
H 2.80 0.76 -0.19
H -1.52 1.51 -1.14
C -0.36 0.36 0.24
H 1.28 -0.11 -1.03
C 2.26 -0.05 0.28
H -2.15 -0.30 1.32
C -1.52 -0.46 0.45
*
```

What is the stability order? It is entry P, entry Q, from most stable to least stable.

Entry P
Formula: C5H8
Source: the Open Molecules 2025 dataset
Level of theory: ωB97M-V/def2-TZVPD

## Properties
SMILES   C1=CCCC1

```
! RIJCOSX wB97M-V def2-TZVPD def2/J DEFGRID3
* xyz 0 1
C -0.51 -0.57 -1.13
H -0.78 -0.97 -2.10
C -0.53 0.86 0.76
C -1.26 0.26 -0.42
H 0.97 -1.83 -0.16
H 1.60 0.92 1.05
H -0.89 0.68 1.78
C 0.86 0.17 0.74
H -2.23 0.62 -0.76
H 0.88 -0.55 1.56
C 0.86 -0.80 -0.55
H 1.58 -0.77 -1.38
H -0.53 1.95 0.63
*
```

Entry Q
Formula: C5H8
Source: the Open Molecules 2025 dataset
Level of theory: ωB97M-V/def2-TZVPD

```
! RIJCOSX wB97M-V def2-TZVPD def2/J DEFGRID3
* xyz 0 1
H -1.78 -0.22 0.87
C 0.04 0.92 0.33
C 0.46 -0.45 0.87
H 0.48 -1.53 0.89
C 0.03 -0.69 -1.41
C 0.43 0.62 -1.09
H -0.92 0.55 2.30
H 0.52 1.82 0.74
H 0.17 1.42 -1.80
H 1.65 -0.19 0.28
H -0.94 -1.16 -1.24
C -0.84 0.17 1.28
H 0.70 -1.28 -2.04
*
```

Entry R
Formula: C5H8
Source: the Open Molecules 2025 dataset
Level of theory: ωB97M-V/def2-TZVPD

## Properties
SMILES   C=C=CCC

```
! RIJCOSX wB97M-V def2-TZVPD def2/J DEFGRID3
* xyz 0 1
H -0.33 -1.38 1.08
H 1.76 -0.95 0.02
C 0.79 0.69 -0.93
H 0.30 -0.27 2.32
C -0.47 0.54 -1.23
C -1.69 0.07 -1.16
H 1.97 0.57 0.88
H -1.87 -0.95 -1.48
H -0.77 0.30 1.06
C 1.24 -0.03 0.34
H -2.49 0.58 -0.63
H 1.52 1.22 -1.53
C 0.06 -0.38 1.26
*
```

Entry S
Formula: C5H8
Source: the Open Molecules 2025 dataset
Level of theory: ωB97M-V/def2-TZVPD

## Properties
SMILES   C[C@]12C[C@H]1C2

```
! RIJCOSX wB97M-V def2-TZVPD def2/J DEFGRID3
* xyz 0 1
H -1.26 1.26 -1.10
C -0.78 1.15 -0.13
H 1.79 0.97 0.66
H 1.81 -0.85 0.64
C 1.68 0.01 0.09
H -1.25 -1.25 -1.37
C 0.18 0.03 -0.14
H 2.11 0.26 -0.86
H -1.53 -0.39 1.66
C -1.13 -0.16 0.69
H -0.66 2.01 0.39
C -0.75 -1.09 -0.38
H -0.20 -1.95 -0.13
*
```

What is the stability order? It is entry P, entry R, entry S, entry Q, from most stable to least stable.

Entry P
Formula: C2HNO2
Source: the Open Molecules 2025 dataset
Level of theory: ωB97M-V/def2-TZVPD

```
! RIJCOSX wB97M-V def2-TZVPD def2/J DEFGRID3
* xyz 0 1
C -0.17 0.41 0.02
O -0.71 1.40 -0.66
H 2.09 -0.01 -0.24
O -0.87 1.30 0.76
N -0.17 -2.13 0.11
C -0.17 -0.96 0.01
*
```

Entry Q
Formula: C2HNO2
Source: the Open Molecules 2025 dataset
Level of theory: ωB97M-V/def2-TZVPD

```
! RIJCOSX wB97M-V def2-TZVPD def2/J DEFGRID3
* xyz 0 1
C 0.81 -0.48 1.08
O -0.29 0.05 0.92
H -1.78 0.62 -0.69
C -0.74 0.41 -0.91
N 1.85 -0.88 1.26
O 0.15 0.28 -1.66
*
```

What is the stability order? It is entry Q, entry P, from most stable to least stable.

Entry P
Formula: C4H7NO3
Source: the Open Molecules 2025 dataset
Level of theory: ωB97M-V/def2-TZVPD

## Properties
SMILES   N[C@@H](CC[O-])C(=O)[O-]

```
! RIJCOSX wB97M-V def2-TZVPD def2/J DEFGRID3
* xyz -2 1
O -1.83 -1.67 -1.15
C 0.70 1.91 0.63
H 2.14 0.09 -0.42
C -0.74 -0.21 0.52
N 1.31 0.13 -0.95
H 0.09 -1.94 -0.52
H -1.77 0.12 0.48
O 1.02 1.66 1.82
O 0.80 3.04 0.06
C 0.17 0.75 -0.26
H -1.18 -2.37 0.68
H -0.45 -0.27 1.57
H -0.43 1.16 -1.05
H 1.08 -0.77 -1.29
C -0.91 -1.64 -0.13
*
```

Entry Q
Formula: C4H7NO3
Source: the Open Molecules 2025 dataset
Level of theory: ωB97M-V/def2-TZVPD

## Properties
SMILES   N[C@@H](C[O-])CC(=O)[O-]

```
! RIJCOSX wB97M-V def2-TZVPD def2/J DEFGRID3
* xyz -2 1
C -1.70 -0.52 -0.38
H 2.51 0.95 1.51
H 0.76 -1.75 -0.13
H -0.81 1.37 0.11
H 1.18 2.10 1.17
H 2.12 -0.86 -0.28
H 0.23 -0.12 1.81
O -2.73 0.07 -0.80
O -1.58 -1.75 -0.13
C 1.74 1.23 0.74
C 0.68 0.05 0.83
N 1.41 -1.16 0.38
O 2.29 1.45 -0.46
H -0.03 0.58 -1.17
C -0.44 0.38 -0.18
*
```

What is the stability order? It is entry Q, entry P, from most stable to least stable.

Entry P
Formula: C4H6NP
Source: the Open Molecules 2025 dataset
Level of theory: ωB97M-V/def2-TZVPD

## Properties
SMILES   [H]/N=P/C#C.C=C

```
! RIJCOSX wB97M-V def2-TZVPD def2/J DEFGRID3
* xyz 0 1
C 0.24 -0.30 -1.14
C 1.84 0.12 1.89
H 0.93 0.38 -1.53
H -1.72 0.93 -0.98
H -1.59 -0.93 -0.62
P 0.28 -0.81 1.89
H 0.48 -1.33 -1.18
C -1.09 -0.01 -0.97
N -0.75 0.03 2.68
C 3.04 0.21 1.75
H 3.93 0.82 1.61
H -1.66 -0.24 2.56
*
```

Entry Q
Formula: C4H6NP
Source: the Open Molecules 2025 dataset
Level of theory: ωB97M-V/def2-TZVPD

```
! RIJCOSX wB97M-V def2-TZVPD def2/J DEFGRID3
* xyz 0 1
H 2.02 -0.28 -1.73
P -0.14 -1.61 -1.38
C -1.14 -0.99 -0.04
H -1.42 0.16 1.65
C 1.00 -0.31 -1.40
H -0.08 -2.79 -0.60
C -0.84 0.03 0.77
H -0.06 2.62 0.81
N 0.70 1.96 0.69
H -2.02 -1.67 0.19
C 0.34 0.76 0.42
H 1.64 2.12 0.62
*
```

What is the stability order? It is entry P, entry Q, from most stable to least stable.